(1)
C4H4N2O as an isolated structure at a distorted geometry. Source: the Open Molecules 2025 dataset; level of theory: ωB97M-V/def2-TZVPD.

## Properties
Energy relative to the best compared isomer or geometry (same formula, charge and spin), kJ/mol: 355.9
HOMO-LUMO gap, eV: 9.014
HOMO level, eV: -8.43
E_tot, eV: -9236.799

```
11
Properties=species:S:1:pos:R:3:nbo_charge:R:1
C 3.0604 -0.8889 -0.8525 0.11
C -1.9770 0.4833 0.7005 0.68
C -0.8831 -0.4967 0.8616 -0.44
C -0.1551 0.2597 -0.0307 0.11
N 2.4484 -0.0405 -0.4098 -0.33
N -1.0895 1.3603 0.0318 -0.70
O -3.1553 0.5611 0.7803 -0.53
H 3.2555 -1.9013 -1.1673 0.24
H -0.8580 -1.4734 1.4469 0.24
H 0.6750 0.0534 -0.6313 0.23
H -1.3213 2.0831 -0.7295 0.40
```


(2)
A 2-piece molecular cluster, C4H4N2O overall at a distorted geometry. Source: the Open Molecules 2025 dataset; level of theory: ωB97M-V/def2-TZVPD.

## Properties
Energy relative to the best compared isomer or geometry (same formula, charge and spin), kJ/mol: 310.9
HOMO-LUMO gap, eV: 9.985
HOMO level, eV: -9.09
E_tot, eV: -9237.265

```
11
Properties=species:S:1:pos:R:3:nbo_charge:R:1
C -0.8647 1.4678 -0.2175 -0.02
C -1.7391 -2.1186 -0.9377 0.27
C -2.4745 -0.1085 0.0043 0.90
C 0.1985 1.9645 0.2993 -0.42
N -1.3534 0.2801 0.1672 -0.59
N -0.9469 -2.2419 -0.0942 -0.71
O -3.5720 -0.3916 0.0457 -0.46
H -1.4874 2.0783 -0.8656 0.18
H 0.5249 2.9611 -0.0822 0.20
H 0.8617 1.4443 0.8959 0.20
H -0.2395 -2.5370 0.5817 0.46
```


(3)
A single C4H4N2O molecule. Source: the Open Molecules 2025 dataset; level of theory: ωB97M-V/def2-TZVPD.

## Properties
Energy relative to the best compared isomer or geometry (same formula, charge and spin), kJ/mol: 427.8
HOMO-LUMO gap (alpha / beta), eV: 8.239 / 8.236
HOMO level (alpha / beta), eV: -8.67 / -8.67
E_tot, eV: -9236.054

```
11
Properties=species:S:1:pos:R:3:nbo_charge:R:1
N 2.4800 0.0543 -0.2329 -0.60
C 1.4138 -0.4858 -0.0136 0.50
C 0.2798 -1.1627 0.1074 -0.50
C -1.0644 -0.6109 0.1312 -0.15
C -1.4938 0.6602 0.2214 -0.16
N -0.7040 1.8418 0.3166 0.11
O 0.1634 1.9448 -0.5266 -0.29
H 2.9702 0.4778 0.5515 0.39
H 0.3900 -2.2323 0.2652 0.26
H -1.8452 -1.3699 0.1548 0.22
H -2.5438 0.8857 0.3743 0.21
```


(4)
A single C4H4N2O molecule at a distorted geometry. Source: the Open Molecules 2025 dataset; level of theory: ωB97M-V/def2-TZVPD.

## Properties
Energy relative to the best compared isomer or geometry (same formula, charge and spin), kJ/mol: 150.4
HOMO-LUMO gap, eV: 8.976
HOMO level, eV: -9.01
E_tot, eV: -9238.929

```
11
Properties=species:S:1:pos:R:3:nbo_charge:R:1
H 2.5763 1.2613 0.0155 0.36
N 2.4066 0.2511 0.0212 -0.64
C 1.1661 0.0242 0.0128 0.48
C 0.4716 -1.2931 0.0279 0.02
N -0.8061 -1.3829 0.0117 -0.36
C -1.5991 -0.2450 -0.0190 -0.16
C -1.0896 0.9916 -0.0302 0.16
O 0.2553 1.1749 -0.0143 -0.49
H 1.0199 -2.2465 0.0554 0.22
H -2.6658 -0.4166 -0.0296 0.21
H -1.7353 1.8809 -0.0513 0.21
```


(5)
A single C4H4N2O molecule at a distorted geometry. Source: the Open Molecules 2025 dataset; level of theory: ωB97M-V/def2-TZVPD.

## Properties
Energy relative to the best compared isomer or geometry (same formula, charge and spin), kJ/mol: 361.9
HOMO-LUMO gap, eV: 10.806
HOMO level, eV: -10.38
E_tot, eV: -9236.737

```
11
Properties=species:S:1:pos:R:3:nbo_charge:R:1
N -2.2126 0.3754 2.0855 -0.30
C -1.8066 -0.0810 1.0975 0.17
C -0.8470 -0.5760 0.1688 -0.19
O -0.5678 0.1355 -1.0051 -0.48
C 0.8384 0.1563 -1.1948 -0.17
C 1.4823 0.6802 0.0269 0.24
N 1.8586 1.0531 1.0546 -0.28
H -0.7103 -1.6654 0.0255 0.23
H -0.3331 -0.0295 1.1884 0.33
H 1.2315 -0.8503 -1.4017 0.21
H 1.0665 0.8017 -2.0456 0.24
```


(6)
A single C4H4N2O molecule. Source: the Open Molecules 2025 dataset; level of theory: ωB97M-V/def2-TZVPD.

## Properties
Energy relative to the best compared isomer or geometry (same formula, charge and spin), kJ/mol: 34.6
HOMO-LUMO gap, eV: 9.988
HOMO level, eV: -9.59
E_tot, eV: -9240.129

```
11
Properties=species:S:1:pos:R:3:nbo_charge:R:1
O -2.5188 -1.2506 -0.0048 -0.53
C -1.8797 -0.2245 0.0546 0.40
C -0.4202 -0.0538 0.1333 -0.07
C 0.1590 1.1810 -0.0379 -0.01
N 1.5080 1.1044 -0.1841 -0.46
C 1.7717 -0.1792 -0.0898 0.21
N 0.6637 -0.9357 0.1044 -0.50
H -2.3909 0.7662 -0.0030 0.12
H -0.3677 2.1255 -0.0766 0.21
H 2.7668 -0.6022 -0.1714 0.20
H 0.7080 -1.9311 0.2754 0.43
```


(7)
C4H4N2O as an isolated structure at a distorted geometry. Source: the Open Molecules 2025 dataset; level of theory: ωB97M-V/def2-TZVPD.

## Properties
Energy relative to the best compared isomer or geometry (same formula, charge and spin), kJ/mol: 324.0
HOMO-LUMO gap (alpha / beta), eV: 7.133 / 6.906
HOMO level (alpha / beta), eV: -6.41 / -10.79
2S+1: 3
E_tot, eV: -9232.715

```
11
Properties=species:S:1:pos:R:3:nbo_charge:R:1
C -0.1397 1.2239 1.3694 0.19
C 0.5044 -0.2802 -0.6665 -0.03
C -0.9674 -0.5187 -0.9132 -0.06
C 0.0839 -0.3031 0.8274 0.09
N 0.0428 2.3013 1.7012 -0.33
N 1.6089 0.0291 -1.2123 -0.35
O -1.2001 -0.7402 0.4125 -0.50
H -1.4117 0.3684 -1.2582 0.17
H -1.2538 -1.4104 -1.4676 0.19
H 0.4492 -0.8875 1.6111 0.22
H 2.2837 0.2176 -0.4038 0.39
```


(8)
C4H4N2O2 as an isolated structure at a distorted geometry. Source: the Open Molecules 2025 dataset; level of theory: ωB97M-V/def2-TZVPD.

## Properties
Energy relative to the best compared isomer or geometry (same formula, charge and spin), kJ/mol: 1302.7
HOMO-LUMO gap, eV: 9.012
HOMO level, eV: -9.47
E_tot, eV: -11275.038

```
12
Properties=species:S:1:pos:R:3:nbo_charge:R:1
C 1.8118 0.4336 -0.1227 0.40
C -1.6006 0.6652 0.1775 -0.04
C -2.7728 -0.1204 -0.0335 -0.10
C -3.7467 -0.9013 0.0240 -0.16
H 3.9793 -1.6085 -0.3575 0.49
H 2.5225 1.5166 0.8006 0.21
H -1.5629 1.8395 0.4131 0.22
H -4.7464 -1.5495 -0.1196 0.28
N 2.2027 -0.8754 -0.3496 -0.21
N -0.4170 0.0792 -0.2167 -0.07
O 3.7550 -0.4436 0.2942 -0.62
O 0.5751 0.9647 -0.5100 -0.40
```


(9)
C4H4N2O2 as an isolated structure at a distorted geometry. Source: the Open Molecules 2025 dataset; level of theory: ωB97M-V/def2-TZVPD.

## Properties
Energy relative to the best compared isomer or geometry (same formula, charge and spin), kJ/mol: 656.8
HOMO-LUMO gap, eV: 8.874
HOMO level, eV: -9.50
E_tot, eV: -11281.732

```
12
Properties=species:S:1:pos:R:3:nbo_charge:R:1
C 0.0132 0.2061 -1.5173 0.09
C -0.2594 1.5530 -0.9198 -0.36
C 0.2018 1.1324 0.4237 0.45
C 0.2938 -0.4003 0.5973 0.29
H -0.7382 -2.8068 -0.4816 0.50
H -0.2542 -0.3143 -2.5544 0.25
H -0.1862 2.5845 -1.4355 0.27
H 0.1268 -0.3742 2.3936 0.36
N 0.3342 -0.8846 -0.6729 -0.20
N 0.3561 -1.1033 1.6221 -0.55
O -1.0334 -1.6916 -0.9060 -0.60
O 0.3738 1.6765 1.3972 -0.51
```


(10)
A single C4H4N2O2 molecule at a distorted geometry. Source: the Open Molecules 2025 dataset; level of theory: ωB97M-V/def2-TZVPD.

## Properties
Energy relative to the best compared isomer or geometry (same formula, charge and spin), kJ/mol: 525.7
HOMO-LUMO gap, eV: 8.369
HOMO level, eV: -9.07
E_tot, eV: -11283.092

```
12
Properties=species:S:1:pos:R:3:nbo_charge:R:1
C 1.9465 0.2415 2.1177 -0.10
C 1.2634 0.4053 1.0969 -0.12
C 0.5918 0.7528 -0.1612 0.47
O 0.7248 1.7421 -0.8384 -0.48
C -0.4476 -0.2622 -0.7644 0.28
N -0.5451 -0.0177 -2.1584 -0.81
N -1.1729 -1.1765 -0.2361 -0.17
O -1.1771 -0.9018 1.1374 -0.56
H 2.3803 0.1070 3.0858 0.24
H -0.5558 1.1344 -2.2061 0.40
H -1.4596 -0.2796 -2.4615 0.38
H -1.5487 -1.7454 1.3884 0.48
```


(11)
A single C4H4N2O2 molecule at a distorted geometry. Source: the Open Molecules 2025 dataset; level of theory: ωB97M-V/def2-TZVPD.

## Properties
Energy relative to the best compared isomer or geometry (same formula, charge and spin), kJ/mol: 288.2
HOMO-LUMO gap, eV: 7.987
HOMO level, eV: -8.40
E_tot, eV: -11285.552

```
12
Properties=species:S:1:pos:R:3:nbo_charge:R:1
N 1.6160 -0.5417 -0.2646 -0.70
C 0.2421 0.0180 -0.1971 -0.35
C -0.0789 1.4484 -0.1061 0.62
O 0.6892 2.4065 -0.2115 -0.57
N -1.4806 1.4836 0.2046 -0.43
C -1.9090 0.3101 0.4904 0.09
C -0.8765 -0.8095 0.1638 0.43
O -0.9126 -2.0306 0.0536 -0.62
H 2.3011 -0.1692 0.4751 0.44
H 1.8970 -0.4328 -1.2318 0.43
H 1.4055 -1.6301 -0.1861 0.46
H -2.8933 -0.0527 0.8094 0.20
```


(12)
A single C4H4N2O2 molecule at a distorted geometry. Source: the Open Molecules 2025 dataset; level of theory: ωB97M-V/def2-TZVPD.

## Properties
Energy relative to the best compared isomer or geometry (same formula, charge and spin), kJ/mol: 684.6
HOMO-LUMO gap, eV: 9.446
HOMO level, eV: -9.61
E_tot, eV: -11281.444

```
12
Properties=species:S:1:pos:R:3:nbo_charge:R:1
C 3.0387 0.9557 1.2265 -0.17
C 1.9387 1.5064 1.0570 -0.11
C 0.5040 1.4442 0.9400 -0.06
N -0.5070 0.7401 0.5158 -0.09
O -0.1432 -0.4089 -0.0500 -0.42
C -1.2246 -0.9440 -0.8415 0.86
N -0.7776 -2.1057 -1.3294 -0.84
O -2.1947 -0.3253 -1.1789 -0.57
H 3.9485 0.7597 2.1755 0.30
H -0.3618 2.0481 1.5612 0.27
H -1.5440 -2.8918 -1.5535 0.43
H 0.1116 -2.2575 -0.9490 0.40
```


(13)
A single C4H4N2OS molecule at a distorted geometry. Source: the Open Molecules 2025 dataset; level of theory: ωB97M-V/def2-TZVPD.

## Properties
Energy relative to the best compared isomer or geometry (same formula, charge and spin), kJ/mol: 151.8
HOMO-LUMO gap, eV: 9.218
HOMO level, eV: -8.96
E_tot, eV: -20074.157

```
12
Properties=species:S:1:pos:R:3:nbo_charge:R:1
N -1.7461 -0.1886 2.0777 -0.30
C -0.8633 -0.1043 1.3316 0.23
C 0.1739 0.0877 0.3719 0.02
C 0.0918 1.0091 -0.6056 0.08
N -0.9394 1.8738 -0.7868 -0.78
O 1.3768 -0.6313 0.5228 -0.46
C 1.3715 -1.9349 0.2299 0.04
S 0.1665 -2.8303 -0.3675 -0.04
H 0.9138 1.0777 -1.3182 0.22
H -1.8089 1.7053 -0.2496 0.40
H -1.0887 2.2877 -1.6713 0.40
H 2.3521 -2.3518 0.4650 0.19
```


(14)
A single C4H4N2OS molecule at a distorted geometry. Source: the Open Molecules 2025 dataset; level of theory: ωB97M-V/def2-TZVPD.

## Properties
Energy relative to the best compared isomer or geometry (same formula, charge and spin), kJ/mol: 188.0
HOMO-LUMO gap, eV: 7.417
HOMO level, eV: -9.25
E_tot, eV: -20073.781

```
12
Properties=species:S:1:pos:R:3:nbo_charge:R:1
C 1.6409 0.6770 0.8529 -0.70
C 0.4888 0.1720 0.0728 0.24
N -0.1720 0.9307 -0.8190 -0.42
C -1.1907 0.2297 -1.3101 0.14
S -2.1546 0.8060 -2.4240 0.08
N -1.4752 -0.8712 -0.4746 -0.66
C -0.4948 -1.0012 0.5516 0.62
O -0.5505 -1.8171 1.4462 -0.52
H 1.5158 1.3016 1.9455 0.28
H 2.0872 1.4827 0.2224 0.25
H 2.4051 -0.1323 0.8133 0.25
H -2.1000 -1.7778 -0.8771 0.45
```


(15)
C4H4N2OS as an isolated structure at a distorted geometry. Source: the Open Molecules 2025 dataset; level of theory: ωB97M-V/def2-TZVPD.

## Properties
Energy relative to the best compared isomer or geometry (same formula, charge and spin), kJ/mol: 348.9
HOMO-LUMO gap, eV: 9.741
HOMO level, eV: -9.03
E_tot, eV: -20072.113

```
12
Properties=species:S:1:pos:R:3:nbo_charge:R:1
C -0.8327 -0.8916 -0.0522 -0.01
C -0.3575 -0.4649 -1.2494 -0.25
C 0.0426 -0.1432 -2.6791 -0.04
C 0.5538 0.5385 -0.9050 0.44
H 0.6458 -0.9684 2.8893 0.11
H -1.5772 -1.6182 0.2540 0.23
H 0.6041 -0.8730 -3.2021 0.20
H -0.7047 0.3123 -3.3165 0.20
N -0.1787 -0.1074 0.8995 -0.35
N 0.7089 0.8062 0.3657 -0.30
O 0.9816 0.8914 -2.1576 -0.47
S -0.4356 -0.1942 2.5684 0.24
```


(16)
A single C4H4N2S molecule at a distorted geometry. Source: the Open Molecules 2025 dataset; level of theory: ωB97M-V/def2-TZVPD.

## Properties
Energy relative to the best compared isomer or geometry (same formula, charge and spin), kJ/mol: 297.6
HOMO-LUMO gap, eV: 8.550
HOMO level, eV: -9.21
E_tot, eV: -18025.156

```
11
Properties=species:S:1:pos:R:3:nbo_charge:R:1
N -2.2407 -2.6641 1.1347 -0.26
C -1.8046 -1.6581 0.7935 0.19
C -1.4054 -0.2872 0.6716 0.04
N -0.3180 0.2400 0.3997 -0.37
C 0.9107 0.0302 -0.0320 -0.09
C 1.2659 1.0277 -1.0426 -0.54
S 2.3124 1.3574 0.3232 0.11
H -2.2613 0.3041 0.9919 0.20
H 1.3704 -0.9816 0.0420 0.22
H 1.7301 0.8090 -2.1019 0.24
H 0.4405 1.8227 -1.1802 0.24
```


(17)
A single C4H4N2S molecule at a distorted geometry. Source: the Open Molecules 2025 dataset; level of theory: ωB97M-V/def2-TZVPD.

## Properties
Energy relative to the best compared isomer or geometry (same formula, charge and spin), kJ/mol: 282.9
HOMO-LUMO gap, eV: 7.644
HOMO level, eV: -8.81
E_tot, eV: -18025.309

```
11
Properties=species:S:1:pos:R:3:nbo_charge:R:1
N -2.6243 -1.4758 -0.2099 -0.31
C -1.4665 -1.1267 -0.0522 0.28
C -0.2697 -0.2860 0.2085 -0.38
C 1.0266 -0.7256 0.4063 -0.22
S 2.4713 0.0131 -0.1957 -0.06
C -0.4647 1.0517 0.0744 0.20
N -1.6405 1.8101 -0.1344 -0.77
H 1.2002 -1.8685 0.7067 0.24
H 0.3854 1.6867 0.4361 0.23
H -1.7562 2.8444 0.4626 0.41
H -2.4714 1.3068 0.1142 0.40
```


(18)
A single C4H4N2S molecule at a distorted geometry. Source: the Open Molecules 2025 dataset; level of theory: ωB97M-V/def2-TZVPD.

## Properties
Energy relative to the best compared isomer or geometry (same formula, charge and spin), kJ/mol: 350.1
HOMO-LUMO gap (alpha / beta), eV: 7.601 / 7.602
HOMO level (alpha / beta), eV: -8.13 / -8.13
E_tot, eV: -18024.612

```
11
Properties=species:S:1:pos:R:3:nbo_charge:R:1
C -0.9851 1.0970 -0.2057 -0.22
C 0.3657 0.8960 0.1151 0.12
C -1.5981 -1.1795 -0.3793 0.25
C 2.0691 -0.7023 0.3115 -0.07
N -1.6358 -0.0012 -0.4727 -0.23
N 0.8060 -0.3204 0.2306 -0.56
S 3.3696 0.0812 -0.3263 -0.15
H -1.4857 2.0443 -0.2291 0.23
H 0.9848 1.7614 0.3340 0.21
H -1.7415 -2.1178 -0.8369 0.24
H 2.2087 -1.6767 0.7729 0.19
```


(19)
A single C4H4N4 molecule at a distorted geometry. Source: the Open Molecules 2025 dataset; level of theory: ωB97M-V/def2-TZVPD.

## Properties
Energy relative to the best compared isomer or geometry (same formula, charge and spin), kJ/mol: 417.9
HOMO-LUMO gap, eV: 9.220
HOMO level, eV: -10.05
E_tot, eV: -10168.507

```
12
Properties=species:S:1:pos:R:3:nbo_charge:R:1
H -1.1680 0.6051 2.5148 0.35
N -0.8428 -0.3990 2.2373 -0.55
C -0.4621 -0.3274 0.9800 0.28
C -0.0939 -1.4383 0.0265 -0.19
C 0.5891 -1.1748 -1.1158 -0.22
C 1.3730 0.1055 -1.1732 0.06
N 0.8825 1.1823 -0.7281 -0.26
N -0.4303 1.3955 -0.6318 0.06
N -1.0772 0.7564 0.2863 -0.22
H -0.2279 -2.4768 0.2690 0.24
H 0.7196 -1.8600 -1.9683 0.23
H 2.5142 0.1952 -1.2656 0.22
```


(20)
A single C4H4N6O molecule at a distorted geometry. Source: the Open Molecules 2025 dataset; level of theory: ωB97M-V/def2-TZVPD.

## Properties
Energy relative to the best compared isomer or geometry (same formula, charge and spin), kJ/mol: 185.2
HOMO-LUMO gap, eV: 8.480
HOMO level, eV: -9.22
E_tot, eV: -15196.952

```
15
Properties=species:S:1:pos:R:3:nbo_charge:R:1
N 1.8508 1.2318 0.1913 -0.84
C 0.5326 0.7153 -0.1261 0.36
N -0.5339 1.4248 -0.1938 -0.41
C -1.6783 0.6825 -0.3665 0.19
N -2.8765 1.1266 0.0998 -0.08
O -3.6112 -0.1027 0.1771 -0.10
N -2.8463 -1.1414 0.0926 -0.03
C -1.5752 -0.6746 -0.2216 0.17
N -0.4490 -1.4205 -0.1721 -0.40
C 0.6606 -0.7212 -0.2321 0.35
N 1.8536 -1.2564 0.1057 -0.82
H 1.7626 2.3625 0.4459 0.40
H 2.5066 1.0542 -0.5836 0.40
H 1.9648 -2.2729 -0.0986 0.40
H 2.4388 -1.0082 0.8820 0.42
```